1.
9
Properties=species:S:1:pos:R:3:forces:R:3 method="wB97M-V/def2-TZVPD" de_lowest_kj_mol=459.20 orbital_gap_ev="8.832 / 8.280" lumo_ev="-1.0 / -0.7" multiplicity=1
C -0.098894 -0.735448 0.032409 0.73 1.36 0.24
N 0.411909 -1.826346 -0.229558 -1.36 -1.24 0.08
N -1.335678 -0.380562 0.030377 -4.91 3.23 0.67
N 0.587237 1.629734 0.411341 -1.48 0.10 -1.09
F 1.744670 -1.830227 -0.249491 2.57 -0.08 -0.33
F 1.074818 2.091107 -0.807286 0.04 -0.46 0.92
H -2.103213 -0.705454 -0.599205 1.46 -0.10 0.60
H -1.646806 0.538555 0.537905 1.31 -2.54 -1.34
H 1.365957 1.218641 0.873508 1.66 -0.27 0.25

2.
18
Properties=species:S:1:pos:R:3:forces:R:3 method="wB97M-V/def2-TZVPD" de_lowest_kj_mol=156.01 orbital_gap_ev=10.236 lumo_ev=0.7 smiles=CO.CO.CO multiplicity=1
C 1.722968 -0.428518 -2.394926 0.09 0.37 0.25
O 2.150718 0.386892 -1.259516 -0.23 -0.33 -1.41
H 1.465178 -1.413128 -2.004806 0.04 -0.17 -0.39
H 0.856078 0.021422 -2.878816 -0.23 0.15 0.55
H 2.423618 -0.487698 -3.227806 0.53 -0.11 0.41
H 3.085188 0.217152 -1.119696 0.02 -0.01 0.13
C -2.070842 1.786902 2.314564 0.61 0.51 -0.36
O -1.078122 2.020652 1.257864 -1.81 -0.13 1.31
H -1.623262 2.084272 3.262904 0.10 -0.44 0.10
H -2.992702 2.366442 2.265474 0.13 0.56 -0.72
H -2.455192 0.766922 2.317824 0.54 -0.27 0.16
H -1.055482 1.173732 0.806414 0.50 -0.18 -0.48
C -0.177552 -1.737128 0.273274 0.63 0.56 -0.14
O -0.279802 -0.356158 -0.078636 -1.22 -0.52 0.26
H -0.285342 -2.388368 -0.594126 0.04 -0.06 -0.13
H 0.806758 -1.864818 0.723754 0.04 -0.48 0.10
H -0.936182 -2.036298 0.996504 -0.06 0.44 -0.03
H 0.443978 -0.112278 -0.660246 0.27 0.09 0.38

3.
73
Properties=species:S:1:pos:R:3:forces:R:3 method="wB97M-V/def2-TZVPD" de_lowest_kj_mol=0.00 total_charge=-1 s_squared=6.004 orbital_gap_ev="7.000 / 7.009" lumo_ev="1.8 / 1.8" multiplicity=5
Ho -0.055643 -1.361290 0.642241 0.91 0.01 0.27
N 1.596169 -1.782367 -1.383800 -0.11 0.23 0.15
C 0.937956 -2.174209 -2.628455 -0.06 -0.13 -0.19
C -0.581600 -1.967666 -2.604179 0.12 0.02 -0.13
O -1.208794 -2.196549 -3.648871 0.09 -0.01 -0.02
N -1.071656 -1.587700 -1.429086 -0.01 -0.06 -0.01
C -2.516088 -1.517401 -1.325326 -0.46 -0.08 -0.13
C -2.939357 -2.028836 0.056091 0.07 -0.02 0.12
O -3.914429 -2.745038 0.195888 -0.08 0.08 0.00
O -2.142894 -1.644714 1.020103 -0.69 -0.10 -0.20
H 1.778802 -0.781079 -1.358624 0.06 -0.06 -0.08
H 2.503716 -2.223185 -1.288252 -0.05 -0.02 0.07
H 1.099373 -3.246515 -2.789073 -0.03 0.10 -0.01
H 1.334514 -1.656662 -3.512004 -0.08 -0.04 0.12
H -3.028519 -2.098389 -2.098521 0.14 0.07 0.07
H -2.878548 -0.479249 -1.407799 0.00 -0.04 -0.01
C 1.053140 1.402067 5.603507 -0.04 0.15 0.17
S 1.775699 -0.230739 5.446299 -0.07 -0.14 -0.06
C 1.041567 -0.865891 3.967001 0.22 0.28 0.00
S -0.227692 -0.031753 3.199353 -0.02 -0.13 -0.02
N 1.650165 -1.983071 3.636531 -0.19 -0.19 -0.36
N 1.177132 -2.543880 2.483793 0.31 -0.29 0.18
C 1.711170 -3.668350 2.162638 -0.17 0.19 0.02
C 1.206357 -4.418639 1.002719 0.22 0.05 0.32
C 1.781814 -5.638208 0.650760 -0.22 0.09 -0.07
C 1.224231 -6.351858 -0.397144 -0.04 0.06 0.03
C 0.118917 -5.832767 -1.051302 -0.07 0.09 -0.01
C -0.372234 -4.593858 -0.654667 0.05 -0.17 0.00
N 0.161189 -3.899143 0.343005 0.14 0.02 -0.01
H 1.497846 1.822768 6.507730 0.01 -0.02 -0.01
H -0.026251 1.369660 5.720837 -0.04 -0.08 -0.02
H 1.301520 2.036738 4.757523 0.04 -0.04 -0.12
H 2.501621 -4.097288 2.776387 -0.05 0.01 0.00
H 2.632946 -6.012952 1.200189 0.04 0.00 0.04
H 1.640241 -7.306197 -0.690550 0.02 -0.03 -0.02
H -0.360844 -6.358120 -1.864017 0.01 -0.02 -0.02
H -1.214982 -4.136492 -1.154423 -0.04 0.00 -0.04
O 3.246855 0.567405 2.149534 0.03 0.05 -0.10
C 2.324821 0.862079 1.408963 -0.20 0.37 -0.03
O 1.743731 0.088845 0.561200 0.15 -0.31 -0.04
C 1.764529 2.283959 1.423859 0.08 -0.03 0.14
C 2.491366 3.236712 2.128534 -0.04 -0.03 0.00
C 2.055071 4.547027 2.222674 -0.01 0.02 0.00
C 0.865145 4.912067 1.613652 -0.02 -0.01 -0.01
C 0.129681 3.968624 0.911931 -0.08 0.09 0.01
C 0.563681 2.650461 0.797976 0.06 -0.07 -0.07
P -0.438732 1.429006 -0.146913 0.00 0.06 0.11
C -2.067349 2.236030 -0.301984 0.06 0.10 -0.14
C -2.406908 3.165385 -1.283848 0.04 0.06 -0.01
C -3.679070 3.710541 -1.330355 -0.01 -0.03 0.05
C -4.628469 3.331993 -0.390062 -0.02 0.02 -0.03
C -4.303028 2.401093 0.583043 -0.06 0.00 0.03
C -3.031899 1.849183 0.622167 -0.04 -0.11 0.11
C 0.245801 1.562798 -1.837081 -0.03 0.00 0.10
C -0.528917 1.118545 -2.907497 -0.05 -0.09 -0.04
C -0.003286 1.063696 -4.187050 0.00 0.00 -0.01
C 1.309275 1.455243 -4.414986 -0.03 -0.01 -0.04
C 2.086752 1.899630 -3.356771 0.05 0.00 -0.05
C 1.559383 1.951450 -2.074604 0.04 0.04 0.03
H 3.400992 2.903175 2.608062 0.04 0.00 0.03
H 2.630641 5.277919 2.776131 0.03 0.01 0.01
H 0.498896 5.928491 1.685465 0.00 0.02 0.00
H -0.806702 4.271997 0.460465 0.03 -0.03 -0.01
H -1.672305 3.459359 -2.022736 0.03 0.01 -0.01
H -3.929136 4.426088 -2.101657 -0.03 0.04 -0.03
H -5.624712 3.752921 -0.426863 -0.03 0.01 0.00
H -5.042744 2.082869 1.304289 -0.05 0.00 0.03
H -2.799068 1.090486 1.363663 0.04 0.01 -0.03
H -1.544143 0.777159 -2.744569 0.02 0.02 0.02
H -0.616668 0.678761 -4.990286 0.01 0.00 -0.04
H 1.724959 1.403145 -5.412861 0.02 0.00 -0.03
H 3.113420 2.200075 -3.522738 0.02 0.01 -0.01
H 2.181604 2.284608 -1.255258 0.01 0.02 0.04

4.
124
Properties=species:S:1:pos:R:3:forces:R:3 method="wB97M-V/def2-TZVPD" orbital_gap_ev=8.375 lumo_ev=-0.4 smiles="C=COC(=O)NC[C@@H](C)Cl.CCOP(=O)(OCC)OCC.CCOP(=O)(OCC)OCC.CCOP(=O)(OCC)OCC.CCOP(=O)(OCC)OCC" multiplicity=1
C -0.346498 1.396719 -4.830645 -0.34 -0.67 -0.27
C -0.470832 2.659556 -4.398011 1.39 -0.53 0.00
O -0.947323 3.630464 -5.279772 -2.51 -1.19 0.22
C -2.251843 4.049922 -4.994786 0.25 -0.04 -0.40
O -2.425902 4.704294 -4.034825 -0.39 1.55 1.75
N -3.297926 3.707740 -5.867437 0.80 -0.72 -0.69
C -3.953131 2.421279 -5.593808 -0.09 0.42 -0.30
C -4.558594 2.252490 -4.183346 -1.23 -1.52 -0.78
C -5.680190 1.169564 -4.291557 0.45 -0.07 0.57
Cl -3.393650 1.614123 -2.959677 -0.05 0.54 -0.19
H 0.595170 0.841782 -4.806373 -0.58 -0.32 1.57
H -1.229277 0.862594 -5.201179 0.67 0.61 -1.54
H -0.170928 2.888716 -3.370065 0.76 1.12 -0.76
H -3.956294 4.466578 -5.975488 0.05 0.00 0.49
H -4.801186 2.362327 -6.295161 0.33 0.06 0.20
H -3.282395 1.597819 -5.883466 -0.17 0.19 0.41
H -5.057383 3.154292 -3.811444 0.73 0.07 -0.02
H -5.243527 0.161765 -4.368334 -0.05 0.36 -0.20
H -6.255425 1.173433 -3.353614 -0.01 0.04 -0.42
H -6.326746 1.340784 -5.162342 0.07 0.07 0.35
C 0.504341 1.237190 2.411503 -0.06 -0.02 -0.16
C -0.460431 0.778473 3.488241 0.29 0.40 0.36
O -1.633713 0.185413 2.947454 0.67 -0.50 -0.84
P -1.659409 -1.419715 2.546718 -5.33 3.80 3.87
O -0.906071 -1.996257 3.706613 1.87 -1.30 -2.86
O -3.192815 -1.774760 3.002489 0.39 -0.75 -0.75
C -3.457988 -2.816954 3.939941 -0.12 -0.03 0.34
C -3.632207 -2.246915 5.332681 -0.01 0.18 0.10
O -2.269959 -1.146613 1.038503 1.90 -1.33 0.48
C -1.929470 -0.057418 0.193606 0.53 0.35 -0.91
C -0.702697 -0.363354 -0.646138 -0.06 -0.16 -0.06
H 0.853364 0.390070 1.815152 0.07 0.01 0.07
H 1.374807 1.722881 2.856593 -0.01 -0.05 0.03
H 0.030181 1.948585 1.732642 0.00 0.01 0.03
H 0.048900 0.108692 4.183158 -0.15 -0.18 -0.07
H -0.787545 1.643367 4.070105 -0.15 -0.05 -0.07
H -2.677412 -3.577063 3.914444 0.08 0.12 0.05
H -4.385795 -3.301252 3.626741 0.01 0.11 -0.13
H -2.768587 -1.651958 5.632478 0.10 -0.15 -0.06
H -3.776277 -3.045817 6.062478 -0.01 0.00 -0.02
H -4.498977 -1.584039 5.366875 -0.03 -0.07 -0.03
H -1.823805 0.879910 0.735612 0.08 -0.23 0.36
H -2.779446 0.086395 -0.477129 -0.14 -0.27 0.17
H 0.141170 -0.663579 -0.021499 0.03 0.13 0.02
H -0.418156 0.506595 -1.240723 0.02 -0.02 0.03
H -0.908026 -1.191632 -1.326381 0.00 0.03 -0.01
C 5.512181 -1.913685 1.387970 0.07 -0.14 0.03
C 4.167735 -1.925344 2.090469 -0.14 0.42 -0.35
O 3.924879 -3.146260 2.774498 1.10 -0.07 0.33
P 4.477548 -3.392309 4.315091 -6.99 -1.56 -2.42
O 4.198105 -2.049605 4.922500 3.58 -0.37 0.60
O 3.226691 -4.247444 4.931080 1.02 -0.13 0.51
C 2.544184 -3.809385 6.107201 -0.41 0.20 0.15
C 1.288101 -3.049866 5.735433 -0.05 -0.02 -0.10
O 5.165443 -4.848560 3.948809 1.16 1.78 1.06
C 5.822291 -5.171919 2.733305 0.87 -0.21 -0.51
C 7.290995 -4.790918 2.763347 0.02 -0.08 0.19
H 6.327666 -2.010618 2.108824 -0.01 0.09 -0.01
H 5.651458 -0.980957 0.838836 -0.02 0.01 0.04
H 5.594860 -2.739259 0.678853 -0.03 0.02 0.00
H 4.087619 -1.064395 2.756511 -0.01 -0.16 0.19
H 3.372969 -1.822027 1.347375 -0.04 -0.15 0.06
H 3.199097 -3.213768 6.743019 0.02 0.07 -0.13
H 2.275791 -4.703137 6.675270 0.10 -0.10 -0.15
H 1.503861 -2.218031 5.065289 0.09 0.02 0.09
H 0.793415 -2.659605 6.627441 0.00 -0.02 0.00
H 0.589770 -3.700555 5.208568 0.00 0.02 0.04
H 5.315480 -4.759464 1.863496 -0.15 0.29 0.24
H 5.745787 -6.256886 2.629939 -0.14 0.02 0.29
H 7.422639 -3.737423 3.016744 -0.02 0.02 -0.13
H 7.757972 -4.988418 1.797356 -0.01 0.05 0.01
H 7.815951 -5.371052 3.523913 -0.01 0.00 -0.03
C 3.953236 3.491071 3.685026 0.03 -0.06 0.15
C 3.504336 4.938947 3.728952 -0.26 -0.13 -0.53
O 3.546781 5.475020 5.044164 0.97 -0.52 0.24
P 4.938006 6.119659 5.664269 -6.80 3.07 0.40
O 5.451994 6.864476 4.469319 2.80 -2.15 0.81
O 4.313849 7.365617 6.524686 0.97 -0.32 0.33
C 4.746138 8.706543 6.298905 -0.14 0.32 -0.14
C 3.785200 9.426012 5.374949 -0.19 -0.03 -0.09
O 4.849506 5.240833 7.058309 1.92 0.10 -1.41
C 4.395554 3.898952 7.163931 0.22 -1.01 0.17
C 5.512832 2.900643 6.923755 0.12 0.10 0.13
H 4.993356 3.397407 4.006257 0.00 -0.01 -0.09
H 3.871818 3.091803 2.672310 0.02 0.05 0.00
H 3.344701 2.868354 4.343789 0.00 0.01 -0.02
H 4.092008 5.533182 3.027558 0.09 0.13 0.20
H 2.464618 5.004076 3.399248 -0.01 0.06 0.16
H 5.765052 8.731689 5.913595 -0.07 -0.08 -0.11
H 4.759435 9.206519 7.270042 -0.05 -0.16 0.06
H 3.653460 8.887014 4.436080 0.19 -0.01 0.00
H 4.143233 10.432809 5.152324 0.00 -0.01 0.02
H 2.798613 9.501733 5.836176 0.05 0.04 0.06
H 3.533492 3.700275 6.531064 0.13 0.31 -0.24
H 4.038885 3.782728 8.189980 0.11 0.30 0.03
H 6.004348 3.078139 5.965413 -0.10 -0.08 -0.05
H 5.126603 1.880528 6.944975 0.01 0.02 -0.06
H 6.276390 2.995486 7.697582 -0.02 -0.01 -0.01
C -6.037467 -5.246113 -9.647802 -0.05 0.01 0.17
C -5.280672 -3.952953 -9.882917 -0.09 -0.13 -0.59
O -5.265688 -3.117793 -8.731794 0.15 -0.87 0.74
P -4.125407 -3.306852 -7.549666 -2.13 6.42 -3.09
O -2.904928 -3.559196 -8.381254 -0.05 -2.89 2.16
O -3.871150 -1.738308 -7.149089 0.25 -0.61 0.81
C -2.564587 -1.167592 -7.197647 0.16 0.21 -0.29
C -2.360617 -0.418448 -8.497940 -0.08 0.07 -0.15
O -5.238072 -3.334050 -6.330775 1.69 -1.62 -0.30
C -6.522490 -3.935680 -6.394990 -0.66 -0.77 0.29
C -6.479075 -5.406338 -6.024035 0.13 0.04 0.17
H -5.559418 -5.838856 -8.864034 0.04 -0.04 -0.08
H -6.066616 -5.845665 -10.558828 0.05 0.02 0.01
H -7.065765 -5.051717 -9.337704 0.01 0.01 -0.03
H -4.272808 -4.170303 -10.239411 0.09 0.11 0.21
H -5.776740 -3.384489 -10.672798 -0.01 0.11 0.13
H -1.797557 -1.926640 -7.046724 -0.05 -0.04 -0.12
H -2.489498 -0.467560 -6.362513 -0.17 -0.10 0.07
H -2.547423 -1.057954 -9.361199 0.10 -0.13 0.09
H -1.343299 -0.028961 -8.564770 -0.02 0.02 0.02
H -3.058700 0.418637 -8.568917 0.05 0.02 0.07
H -7.010108 -3.774937 -7.354060 0.38 0.04 -0.17
H -7.137752 -3.409262 -5.661360 0.28 0.15 0.07
H -5.756414 -5.948855 -6.636166 -0.10 -0.01 -0.09
H -7.463443 -5.860874 -6.143994 0.04 -0.01 -0.04
H -6.170357 -5.524413 -4.984189 -0.02 0.00 -0.02

5.
18
Properties=species:S:1:pos:R:3:forces:R:3 method="wB97M-V/def2-TZVPD" de_lowest_kj_mol=227.81 total_charge=-1 orbital_gap_ev=8.061 lumo_ev=3.8 multiplicity=1
C -1.893068 0.808063 1.681033 -0.65 2.22 -0.03
C -1.050125 0.816470 0.416399 3.61 -0.93 0.37
N -0.775257 -0.488333 -0.238558 1.43 -1.28 0.37
C -0.181057 -0.448569 -1.639351 -0.18 1.51 0.72
C 1.387440 -0.304739 -1.627787 0.23 -1.42 -1.42
O 1.935238 -1.438780 -1.433305 0.19 0.24 0.71
O 1.993055 0.738289 -1.939677 -1.01 0.13 0.60
H -2.104321 1.995971 1.842094 -0.14 -2.98 -0.07
H -1.623914 0.367420 2.658099 0.97 0.29 -0.70
H -2.731327 0.193205 1.390312 -1.10 0.43 0.06
H -1.480650 1.466919 -0.306847 -0.86 0.30 -0.65
H -0.060934 1.304565 0.595024 -0.43 0.01 0.25
H -0.003498 -1.104510 0.269598 -2.14 1.95 -0.78
H -0.552804 0.361007 -2.304319 -0.31 -0.12 0.84
H -0.531985 -1.380146 -2.066265 0.59 -0.27 -0.29
H 2.650066 -0.395267 1.347129 2.08 8.28 1.74
H 2.580089 -1.286395 0.159914 -0.78 -0.19 1.81
O 2.443053 -1.205173 1.196513 -1.49 -8.16 -3.52

6.
31
Properties=species:S:1:pos:R:3:forces:R:3 method="wB97M-V/def2-TZVPD" de_lowest_kj_mol=345.09 orbital_gap_ev=9.361 lumo_ev=0.7 smiles="CSCC[C@]1(P2OCCCO2)OC1=O.N" multiplicity=1
C 4.158385 -0.923437 0.712907 1.53 -0.88 -1.57
S 2.944710 -1.977642 1.598532 0.74 1.25 0.13
C 1.427499 -1.102838 1.143805 -0.77 0.66 0.69
C 1.160666 -1.192511 -0.357883 -2.65 0.38 1.77
C -0.247786 -0.689158 -0.651218 0.58 0.03 0.37
P -0.585263 1.155521 -0.704101 0.10 -0.44 -0.40
O -0.134699 1.645187 0.781239 -0.91 1.40 0.84
C -1.008711 1.775157 1.972474 -0.43 -6.09 -1.68
C -2.459628 2.031983 1.618316 0.06 -2.97 -2.52
C -2.912883 0.935706 0.562358 -0.10 -0.34 0.91
O -2.211404 1.032479 -0.678567 -0.20 0.87 0.08
O -1.304565 -1.516991 0.060984 -1.00 -0.89 2.50
C -1.218441 -1.623422 -1.206256 1.73 2.14 -0.47
O -1.693512 -2.114143 -2.142885 -1.48 -1.67 -1.86
H 4.940812 -0.290751 1.159047 -0.65 -0.46 1.13
H 3.612622 -0.220516 0.103230 -0.28 -0.02 -0.37
H 4.796273 -1.571214 0.015485 -1.18 0.69 0.76
H 1.319470 -0.015580 1.324597 0.86 -0.54 0.87
H 0.666384 -1.602007 1.828113 0.58 0.44 -1.32
H 1.224272 -2.221851 -0.539496 0.48 -1.33 -1.43
H 1.708621 -0.498475 -0.926232 1.68 0.20 -0.82
H -0.787147 2.517579 2.600552 2.19 2.98 2.04
H -0.772363 0.736741 2.464109 -1.03 1.92 -0.27
H -3.176163 1.850419 2.439705 0.56 1.19 -0.14
H -2.360869 2.920230 1.002715 -1.13 0.92 0.66
H -2.696437 -0.058621 0.941654 0.06 -0.07 0.50
H -4.004988 0.899685 0.380028 0.63 0.64 -0.25
N 0.090201 -0.102841 -3.741044 2.96 1.97 1.35
H -0.723465 -0.049335 -3.218482 -1.72 0.57 1.34
H -0.184975 -0.557335 -4.522717 -0.68 -1.91 -3.24
H 0.433382 0.827978 -4.020971 -0.52 -0.64 0.41